Record 1
Below is a cluster of 2 separate species, C4H9NO in total, with properties calculated with wB97M-V/def2-TZVPD.

```
! wB97M-V def2-TZVPD RIJCOSX def2/J DEFGRID3
* xyz 0 1
C 2.04035 -0.65306 1.21299
C 0.89587 -1.90413 -0.48953
N 1.83207 -1.04811 -0.18679
H 2.32120 0.44758 1.12911
H 2.82407 -1.37459 1.61315
H 1.05783 -0.75453 1.65439
H 0.81134 -2.51870 -1.37736
H 0.09738 -2.09750 0.20330
O -2.03566 0.84156 0.85224
C -1.55354 1.63625 0.00893
C -1.21932 1.10225 -1.39215
H -1.29514 2.77890 0.31129
H -1.90279 0.24305 -1.61593
H -0.09797 0.74716 -1.35571
H -1.33527 2.04510 -2.11407
*
```

The electronic energy comes out at -287.70716 hartree. For the HOMO energy, the calculation gives -9.41 eV. As for the SMILES: C=NC.CC=O. Its energy above the lowest of the compared OMol25 structures with the same formula, charge and spin is 329.0 kJ/mol. For the frontier orbital gap, the calculation gives 10.4 eV.

---

Record 2
Below is a cluster of 2 separate species, C4H9NO in total, with properties calculated with wB97M-V/def2-TZVPD.

```
! wB97M-V def2-TZVPD RIJCOSX def2/J DEFGRID3
* xyz 0 1
C -0.80221 -0.53638 2.24015
C 0.06410 0.04698 1.17142
C 0.18521 1.36139 0.93959
C -0.05540 -1.68652 -0.33148
N 0.65910 -0.76130 0.16339
H -0.33594 -1.35113 2.78050
H -0.95454 0.23941 2.98349
H -1.73470 -0.90760 1.81409
H 1.12546 1.68615 0.51826
H -0.53653 2.12931 1.21477
H 0.36049 -2.24573 -1.17049
H -0.89214 -2.14515 0.20768
H 1.42164 2.01900 -4.36833
H 0.27708 1.00390 -4.09262
O 1.21839 1.14768 -4.07040
*
```

The electronic energy comes out at -287.72227 hartree. For the HOMO energy, the calculation gives -8.65 eV. As for the SMILES: C=NC(=C)C.O. Its energy above the lowest of the compared OMol25 structures with the same formula, charge and spin is 289.3 kJ/mol. For the frontier orbital gap, the calculation gives 9.5 eV.

---

Record 3
Below is an isolated molecule of C4H9NO, with properties calculated with wB97M-V/def2-TZVPD.

```
! wB97M-V def2-TZVPD RIJCOSX def2/J DEFGRID3
* xyz 0 1
C 1.44949 0.87102 0.87341
C 0.56121 0.91105 -0.34488
N 0.51356 -0.28051 -1.19328
C -0.70540 0.15468 -0.50190
C -1.23962 -0.85552 0.48366
O -1.70278 -2.00055 -0.20105
H 1.12097 1.60594 1.61682
H 1.44953 -0.11950 1.33482
H 2.48217 1.10648 0.59427
H 0.57851 1.86903 -0.86758
H 0.48828 -0.02814 -2.17674
H -1.47687 0.62080 -1.11592
H -2.09556 -0.44854 1.03065
H -0.46569 -1.12082 1.21756
H -0.95779 -2.28541 -0.74984
*
```

The electronic energy comes out at -287.76166 hartree. For the HOMO energy, the calculation gives -9.74 eV. As for the SMILES: C[C@H]1N[C@H]1CO. Its energy above the lowest of the compared OMol25 structures with the same formula, charge and spin is 185.9 kJ/mol. For the frontier orbital gap, the calculation gives 10.8 eV.

---

Record 4
Below is an isolated molecule of C4H9NO, with properties calculated with wB97M-V/def2-TZVPD.

```
! wB97M-V def2-TZVPD RIJCOSX def2/J DEFGRID3
* xyz 0 1
C -1.08974 1.95472 -0.26683
C -0.36658 0.73726 -0.87322
C 0.87914 0.28639 -0.15339
C 0.34473 -1.42230 0.42627
O -0.73932 -1.71989 -0.05488
N 0.94411 -2.45159 1.11279
H -2.13295 2.00024 -0.60369
H -0.64300 2.93731 -0.49048
H -1.10550 1.85793 0.82539
H -0.94264 -0.29303 -0.66898
H -0.27319 0.81327 -1.96755
H 1.76777 0.15380 -0.78138
H 1.11731 0.89503 0.72464
H 0.51027 -3.37638 1.04358
H 1.72958 -2.37277 1.72775
*
```

The electronic energy comes out at -287.75297 hartree. For the HOMO energy, the calculation gives -9.39 eV. As for the SMILES: CCCC(N)=O. Its energy above the lowest of the compared OMol25 structures with the same formula, charge and spin is 208.7 kJ/mol. For the frontier orbital gap, the calculation gives 10.2 eV.

---

Record 5
Below is a structure of composition C4H9NO, with properties calculated with wB97M-V/def2-TZVPD.

```
! wB97M-V def2-TZVPD RIJCOSX def2/J DEFGRID3
* xyz 0 1
C -1.48320 -0.25506 1.85950
C -0.08410 -0.60194 1.46767
C 0.16242 -0.52157 -0.43747
O 0.33522 0.51537 0.39170
N 0.63768 -0.31176 -1.62031
C 1.11201 0.94737 -2.09440
H -2.20614 -0.57790 1.10968
H -1.73901 -0.75075 2.79876
H -1.52890 0.82145 1.96804
H 0.66589 -0.33177 2.17981
H -0.03274 -1.68250 1.27339
H 0.49657 -1.09642 -2.25836
H 0.23519 1.56403 -2.17340
H 1.82165 1.41488 -1.42132
H 1.60744 0.86656 -3.04328
*
```

The electronic energy comes out at -287.66439 hartree. For the HOMO energy, the calculation gives -7.45 eV. Its energy above the lowest of the compared OMol25 structures with the same formula, charge and spin is 441.2 kJ/mol. For the frontier orbital gap, the calculation gives 8.5 eV.

---

Record 6
Below is a cluster of 2 separate species, C4H9NO in total, with properties calculated with wB97M-V/def2-TZVPD.

```
! wB97M-V def2-TZVPD RIJCOSX def2/J DEFGRID3
* xyz 0 1
N -0.26046 1.21052 1.86000
C -0.68541 0.93448 0.58153
C -0.11365 0.12542 -0.33182
C -1.11308 -0.42840 -1.32584
C -0.87909 -0.80198 -2.62313
H -0.43118 2.15080 2.18129
H 0.68817 0.87519 2.00858
H -1.62729 1.40434 0.27971
H 0.92530 -0.18110 -0.29783
H -2.09450 -0.52771 -0.85385
H -0.54898 -0.03122 -3.32940
H -0.81714 -1.84007 -2.97211
H 1.74037 -1.47045 1.87202
H 3.01450 -0.77203 1.22045
O 2.20244 -0.64779 1.73039
*
```

The electronic energy comes out at -287.66686 hartree. For the HOMO energy, the calculation gives -6.78 eV. As for the SMILES: C=C/C=C/N.O. Its energy above the lowest of the compared OMol25 structures with the same formula, charge and spin is 434.8 kJ/mol. For the frontier orbital gap, the calculation gives 7.3 eV.

---

Record 7
Below is a cluster of 2 separate species, C4H9NO in total, with properties calculated with wB97M-V/def2-TZVPD.

```
! wB97M-V def2-TZVPD RIJCOSX def2/J DEFGRID3
* xyz 0 1
C 0.76448 -0.81602 -0.81963
C 1.26783 1.56373 1.03698
C 0.23876 0.83149 1.44388
O -0.51728 0.28759 2.16899
N -0.37846 0.04359 -0.53348
C -1.63217 -0.67838 -0.35697
H 0.61964 -1.42497 -1.72161
H 1.67702 -0.22375 -0.92587
H 0.92376 -1.47701 0.03849
H 1.94648 1.91705 1.79942
H 1.45490 1.78298 -0.00106
H -0.47332 0.77813 -1.22459
H -1.64725 -1.60861 -0.93945
H -1.76670 -0.91576 0.70586
H -2.47769 -0.06005 -0.67096
*
```

The electronic energy comes out at -287.74483 hartree. For the HOMO energy, the calculation gives -8.43 eV. As for the SMILES: C=C=O.CNC. Its energy above the lowest of the compared OMol25 structures with the same formula, charge and spin is 230.1 kJ/mol. For the frontier orbital gap, the calculation gives 9.3 eV.

---

Record 8
Below is an isolated molecule of C4H9NO, with properties calculated with wB97M-V/def2-TZVPD.

```
! wB97M-V def2-TZVPD RIJCOSX def2/J DEFGRID3
* xyz 0 1
C -1.64217 1.46540 0.03732
C -0.17391 1.13807 -0.26092
C 0.58650 0.16742 0.66399
C 0.77254 -1.18047 -0.27209
O 0.41072 -1.08544 -1.43739
N 1.33197 -2.39806 0.02168
H -2.14777 1.68309 -0.91195
H -1.82401 2.32403 0.69637
H -2.15384 0.59993 0.47437
H -0.15734 0.50516 -1.16302
H 0.40277 2.03145 -0.52522
H 1.57565 0.56538 0.94039
H 0.05621 -0.01219 1.61377
H 1.34269 -3.02595 -0.78083
H 1.61997 -2.77784 0.90351
*
```

The electronic energy comes out at -287.79096 hartree. For the HOMO energy, the calculation gives -9.59 eV. As for the SMILES: CCCC(N)=O. Its energy above the lowest of the compared OMol25 structures with the same formula, charge and spin is 108.9 kJ/mol. For the frontier orbital gap, the calculation gives 10.5 eV.